Computed, not measured: a 3-piece molecular cluster, C5H15O3 overall, with wB97M-V/def2-TZVPD.

max |F|	6.1	eV/A
energy above the lowest of the compared OMol25 structures with the same formula, charge and spin	138.5	kJ/mol
E	-425.058992	Ha
HOMO energy (alpha / beta)	-10.73 / -10.67	eV
E_LUMO (alpha / beta)	0.608 / -3.449	eV
frontier orbital gap (alpha / beta)	11.3 / 7.2	eV
⟨S²⟩	0.75

The geometry in ORCA input format:
```
! wB97M-V def2-TZVPD RIJCOSX def2/J DEFGRID3
* xyz 0 2
C 0.7532 0.3282 -0.0889
O 0.1823 1.0677 0.8555
C 0.5838 -1.2579 -0.0317
C -0.7457 -1.5482 -0.6424
C -0.6484 -1.5882 -2.1834
C -0.7146 -3.2077 -2.5541
H 0.3558 0.5961 -1.0991
H 1.8435 0.5613 -0.2377
H 0.7129 -1.4233 1.0421
H 1.4619 -1.6490 -0.6926
H -1.4804 -0.8183 -0.3316
H -1.1242 -2.5642 -0.3077
H 0.2461 -1.0142 -2.4149
H -1.4314 -0.9456 -2.7759
H -1.6849 -3.4747 -2.3209
H -0.0832 -3.7910 -2.0082
H -0.5300 -3.4231 -3.6893
H -0.1455 1.1906 2.7651
H 0.0057 2.6226 2.7042
O 0.0106 1.9343 3.4527
H 0.6159 2.3978 0.8345
H -0.3258 3.4590 0.6609
O 0.5813 3.4878 0.8010
*
```

***

Computed, not measured: one molecule with the formula C9H11NO3, with wB97M-V/def2-TZVPD.

max |F|	3.3	eV/A
energy above the lowest of the compared OMol25 structures with the same formula, charge and spin	174.5	kJ/mol
E	-629.991857	Ha
HOMO energy	-9.46	eV
E_LUMO	0.180	eV
frontier orbital gap	9.6	eV

The geometry in ORCA input format:
```
! wB97M-V def2-TZVPD RIJCOSX def2/J DEFGRID3
* xyz 0 1
C 2.4363 -0.8831 -0.8699
C 1.9705 -1.4862 0.4234
C -0.3564 -0.7131 0.3403
C -1.1548 -1.9352 0.3033
C -2.4096 -1.8342 -0.2441
C -2.9836 -0.5897 -0.5181
C -2.3172 0.6266 -0.3281
C -0.9433 0.5519 0.0118
C -0.3024 1.9257 0.2590
H 2.6104 1.1048 -0.6102
H 3.1884 -1.6323 -1.2596
H 1.5945 -0.8557 -1.6158
H 2.8350 -1.6582 1.1407
H 1.5456 -2.4318 0.1189
H 0.7759 -0.7281 1.9879
H -0.7593 -2.7704 0.9131
H -3.0388 -2.7629 -0.4412
H -4.0277 -0.3792 -0.8594
H -2.6449 1.6642 -0.5010
H 1.0936 0.9295 0.7546
N 0.9110 -0.7279 0.9703
O 3.1671 0.2739 -0.8046
O 1.0422 1.8780 0.5326
O -0.8575 2.9281 -0.0635
*
```

***

Computed, not measured: C5H6N2 as an isolated structure, with wB97M-V/def2-TZVPD.

max |F|	2.1	eV/A
energy above the lowest of the compared OMol25 structures with the same formula, charge and spin	531.1	kJ/mol
E	-303.433797	Ha
HOMO energy	-9.02	eV
E_LUMO	0.727	eV
frontier orbital gap	9.7	eV

The geometry in ORCA input format:
```
! wB97M-V def2-TZVPD RIJCOSX def2/J DEFGRID3
* xyz 0 1
N 1.8960 2.4235 0.3968
C 1.2002 1.5121 0.1979
C 1.3786 -0.8581 -0.2524
C 0.1078 -0.5459 -0.9259
C -1.1372 -0.9408 -0.0992
C -0.7896 0.1540 0.9314
N 0.2498 0.6017 0.0027
H 2.1668 -0.4334 -0.9325
H 0.0087 -0.2820 -1.9777
H -2.0721 -0.7325 -0.6121
H -1.0957 -1.9536 0.2819
H -1.5373 0.9349 1.0935
H -0.3734 -0.1933 1.8754
*
```

***

Computed, not measured: a 2-piece molecular cluster, C5H13NOS overall, with wB97M-V/def2-TZVPD.

max |F|	3.3	eV/A
energy above the lowest of the compared OMol25 structures with the same formula, charge and spin	558.2	kJ/mol
E	-726.288504	Ha
HOMO energy	-8.09	eV
E_LUMO	-2.827	eV
frontier orbital gap	5.3	eV

The geometry in ORCA input format:
```
! wB97M-V def2-TZVPD RIJCOSX def2/J DEFGRID3
* xyz 0 1
C 1.6024 0.0993 -0.4851
C 2.4375 0.9893 0.3981
S 1.3568 1.9642 1.4266
C 0.7888 -0.7918 0.4512
N -0.2182 -1.5315 -0.1506
C -1.1880 -0.6993 -0.7939
C -2.4149 -1.5389 -1.0885
O -3.3401 -0.7221 -1.7740
H 2.1793 -0.4689 -1.2157
H 0.9066 0.7477 -1.0260
H 3.1013 0.4310 1.0613
H 3.0441 1.6422 -0.2397
H -0.4992 0.7638 3.1184
H -0.6584 0.0586 3.2209
H 0.3439 -0.0708 1.1821
H 1.4558 -1.4770 0.9787
H -0.8310 -0.2744 -1.7459
H -1.4668 0.1585 -0.1620
H -2.8602 -1.9144 -0.1603
H -2.0990 -2.4120 -1.6734
H -4.1280 -1.2033 -2.0146
*
```

***

> Which value of energy above the lowest of the compared OMol25 structures with the same formula, charge and spin does entry 2 give?

174.5 kJ/mol